# C20H10Cl5N2O3Pt

A molecular structure, C20H10Cl5N2O3Pt (ωB97M-V/def2-TZVPD, the Open Molecules 2025 dataset).

The geometry in XYZ format:
```
41
Properties=species:S:1:pos:R:3:mulliken_charge:R:1
Pt -0.0002 0.2297 -0.2754 0.333
O -0.4716 4.2278 3.3356 -0.674
C 0.8536 4.0235 3.2703 0.256
C 1.6727 4.8561 4.0327 -0.646
C 3.0429 4.6840 4.0318 -0.324
C 3.6277 3.6793 3.2673 -0.713
C 2.8227 2.8643 2.4928 -0.488
C 1.4377 3.0188 2.4737 0.353
C 0.6389 2.1410 1.5866 0.833
O 1.2821 1.4097 0.7432 -0.501
N -0.6689 2.1730 1.7039 -0.943
N -1.2765 1.2871 0.8283 0.034
C -2.5299 1.3595 0.6395 0.135
C -3.2737 0.5121 -0.2600 0.361
C -4.6652 0.7173 -0.3050 -0.683
C -5.5016 -0.0349 -1.0889 -0.689
C -4.9474 -1.0491 -1.8830 -0.278
C -3.5961 -1.2769 -1.8740 -0.491
C -2.7063 -0.5151 -1.0731 0.390
O -1.4498 -0.8467 -1.1269 -0.720
H -0.9028 3.5273 2.7736 0.562
H 1.2075 5.6352 4.6232 0.399
H 3.6616 5.3405 4.6323 0.349
H 4.7010 3.5421 3.2713 0.396
H 3.2457 2.0825 1.8761 0.463
H -3.0712 2.1128 1.2115 0.332
H -5.0797 1.5063 0.3153 0.293
H -6.5676 0.1533 -1.0966 0.373
H -5.5881 -1.6563 -2.5119 0.348
H -3.1499 -2.0516 -2.4845 0.408
Cl 1.2143 1.5418 -3.0722 -0.209
C 1.8988 0.0099 -2.6169 1.079
C 1.4296 -0.6140 -1.4578 -1.961
C 2.0304 -1.8395 -1.1505 0.972
Cl 1.5181 -2.6821 0.2801 -0.200
C 3.0236 -2.4177 -1.9391 0.027
Cl 3.7253 -3.9378 -1.5086 -0.215
C 3.4544 -1.7620 -3.0865 0.472
Cl 4.6802 -2.4648 -4.0835 -0.207
C 2.8900 -0.5384 -3.4272 -0.013
Cl 3.4233 0.2824 -4.8516 -0.214
```

Values from the calculation:
LUMO energy, eV: 2.56
Frontier orbital gap, Ha: 0.2790
Charge: -1
Strongest force on any atom, eV Å⁻¹: 0.73
HOMO level, eV: -5.03
Electronic energy, eV: -95887.5119

***

# C20H11F6N5O3

A single C20H11F6N5O3 molecule at a distorted geometry (ωB97M-V/def2-TZVPD, the Open Molecules 2025 dataset).

The geometry in XYZ format:
```
45
Properties=species:S:1:pos:R:3:mulliken_charge:R:1
N 4.0825 1.8011 -6.2062 -0.453
C 3.2286 1.7212 -5.3928 -0.123
C 2.4542 1.4568 -4.1856 0.617
C 2.4674 2.4051 -3.1134 -0.765
C 1.5243 2.2221 -2.0636 -0.282
C 0.7446 1.0533 -1.9200 -0.104
C -0.2084 0.8888 -0.7981 0.848
N -0.6499 1.9814 -0.3056 -0.733
C -1.7848 2.0022 0.7031 1.052
C -1.7801 3.3310 1.3998 0.549
F -0.6009 3.3174 2.1439 -0.295
F -1.6192 4.3371 0.5585 -0.268
F -2.8514 3.6841 2.1357 -0.228
C -3.1612 1.7868 -0.0964 0.613
F -4.2646 1.7151 0.6966 -0.251
F -3.4233 2.8444 -0.8396 -0.274
F -2.9906 0.6513 -0.8590 -0.251
C -1.5444 0.7499 1.6028 0.234
C -1.0438 -0.4353 0.9981 0.036
N -1.0562 -1.5898 1.6956 0.282
C -0.6875 -2.8367 1.1031 -1.495
C 0.7245 -3.0958 0.9759 0.577
C 1.4388 -4.0058 1.7684 -0.388
C 2.7876 -3.8467 1.3351 -0.377
C 2.8008 -2.7853 0.5475 -0.604
O 1.5595 -2.3009 0.2596 -0.266
C -1.3116 -1.5087 3.0865 0.179
O -1.0213 -2.3804 3.8157 -0.602
N -1.7438 -0.3931 3.6493 -0.015
C -2.1738 0.5764 2.9156 0.141
O -3.1906 1.0762 3.3111 -0.655
N -0.4813 -0.2676 -0.2410 -0.030
C 0.9193 0.0491 -2.8844 -0.355
C 1.8245 0.2667 -4.0154 -0.638
H 2.9632 3.3890 -3.2385 0.342
H 1.4554 3.0762 -1.4235 0.477
H -1.0788 -3.7487 1.6666 0.439
H -1.1425 -2.8465 0.0860 0.354
H 1.0329 -4.5790 2.5995 0.423
H 3.5422 -4.5951 1.7203 0.357
H 3.7923 -2.3810 0.4191 0.419
H -2.2286 -0.5278 4.5247 0.328
H 0.3055 -0.9211 -0.4180 0.385
H 0.2650 -0.8401 -2.9307 0.450
H 2.1254 -0.4972 -4.7861 0.353
```

Values from the calculation:
LUMO energy, eV: -0.67
Frontier orbital gap, Ha: 0.3116
Strongest force on any atom, eV Å⁻¹: 6.13
HOMO level, eV: -9.14
Electronic energy, eV: -50813.9489
Structure (SMILES): N#Cc1ccc(C2=NC(C(F)(F)F)(C(F)(F)F)c3c(n(Cc4ccco4)c(=O)[nH]c3=O)N2)cc1